(1)
Computed, not measured: a structure of composition C46H59N2P2S5SbW in a non-equilibrium geometry, with ωB97M-V/def2-TZVPD.

Each line ends with the Mulliken spin population.
CARTESIAN COORDINATES (ANGSTROEM)
W (-0.23, -0.65, -0.13)  1.848
C (2.03, -1.15, -0.38)  -0.065
C (1.37, -2.19, -1.14)  0.106
C (0.59, -2.94, -0.21)  -0.066
C (0.82, -2.35, 1.09)  0.003
C (1.77, -1.31, 1.00)  0.036
C (2.56, -0.72, 2.14)  -0.023
C (3.77, -1.66, 2.32)  0.008
C (1.77, -0.69, 3.44)  -0.003
C (3.06, 0.68, 1.81)  0.039
C (-0.19, -4.26, -0.35)  -0.020
C (-1.35, -4.23, -1.38)  0.014
C (0.80, -5.36, -0.75)  -0.004
C (-0.75, -4.69, 1.01)  -0.001
C (1.83, -2.46, -2.58)  -0.019
C (3.02, -3.44, -2.54)  0.005
C (0.73, -2.98, -3.50)  0.013
C (2.39, -1.17, -3.20)  -0.022
H (2.77, -0.48, -0.78)  0.008
H (0.50, -2.79, 2.01)  0.003
H (3.45, -2.67, 2.57)  0.000
H (4.41, -1.30, 3.14)  -0.001
H (4.38, -1.71, 1.42)  0.001
H (1.48, -1.69, 3.77)  0.000
H (0.87, -0.08, 3.35)  0.001
H (2.39, -0.26, 4.23)  -0.001
H (3.78, 0.67, 0.99)  0.002
H (3.55, 1.13, 2.67)  -0.001
H (2.22, 1.32, 1.53)  -0.002
H (-1.40, -3.30, -1.95)  -0.013
H (-2.31, -4.35, -0.89)  0.001
H (-1.24, -5.05, -2.09)  0.001
H (1.15, -5.25, -1.77)  -0.001
H (0.28, -6.33, -0.70)  0.000
H (1.66, -5.40, -0.09)  0.001
H (-1.45, -3.97, 1.43)  0.003
H (0.04, -4.89, 1.73)  0.000
H (-1.30, -5.63, 0.87)  0.000
H (2.75, -4.46, -2.30)  0.000
H (3.76, -3.11, -1.80)  0.000
H (3.51, -3.45, -3.52)  0.000
H (0.33, -3.94, -3.20)  0.005
H (1.13, -3.09, -4.51)  0.000
H (-0.10, -2.27, -3.55)  -0.005
H (3.35, -0.89, -2.77)  0.000
H (1.69, -0.35, -3.06)  0.022
H (2.53, -1.31, -4.27)  0.000
S (-4.66, 2.59, 1.40)  0.011
Sb (-5.24, 0.75, 0.18)  -0.007
S (-2.29, -1.76, 0.36)  0.066
S (-2.41, -0.53, -1.25)  0.037
S (-5.47, -1.07, 1.51)  0.014
C (1.46, 2.46, -1.18)  -0.042
P (-0.07, 1.53, -1.55)  -0.065
C (-0.09, 1.25, -3.36)  -0.006
C (1.04, 1.51, -4.13)  0.004
C (1.04, 1.27, -5.50)  0.002
C (-0.08, 0.75, -6.12)  -0.001
C (-1.20, 0.46, -5.35)  -0.008
C (-1.20, 0.70, -3.99)  0.012
C (-1.34, 2.82, -1.29)  0.022
C (-2.32, 3.12, -2.23)  0.000
C (-3.17, 4.20, -2.04)  0.001
C (-3.04, 5.01, -0.92)  -0.002
C (-2.06, 4.73, 0.01)  0.001
C (-1.21, 3.65, -0.17)  0.005
P (1.59, 4.30, -1.46)  0.001
C (2.08, 4.51, -3.21)  0.000
C (3.35, 4.22, -3.71)  0.000
C (3.64, 4.42, -5.04)  0.000
C (2.67, 4.92, -5.90)  0.000
C (1.41, 5.22, -5.41)  0.000
C (1.12, 5.02, -4.07)  0.000
C (3.21, 4.64, -0.66)  0.002
C (3.99, 3.73, 0.05)  0.000
C (5.18, 4.12, 0.65)  0.000
C (5.61, 5.43, 0.56)  0.000
C (4.84, 6.35, -0.15)  0.000
C (3.66, 5.96, -0.74)  0.000
H (2.32, 1.89, -1.56)  0.005
H (1.52, 2.38, -0.09)  0.012
H (1.93, 1.89, -3.68)  0.000
H (1.94, 1.49, -6.07)  0.000
H (-0.08, 0.57, -7.18)  0.000
H (-2.09, 0.04, -5.82)  -0.001
H (-2.09, 0.43, -3.43)  0.012
H (-2.44, 2.53, -3.12)  0.001
H (-3.94, 4.40, -2.77)  0.000
H (-3.72, 5.84, -0.76)  0.000
H (-1.95, 5.34, 0.90)  0.000
H (-0.44, 3.47, 0.57)  0.002
H (4.12, 3.84, -3.04)  0.000
H (4.63, 4.19, -5.42)  0.000
H (2.90, 5.08, -6.95)  0.000
H (0.65, 5.62, -6.07)  0.000
H (0.13, 5.26, -3.68)  0.000
H (3.70, 2.69, 0.14)  0.000
H (5.77, 3.39, 1.20)  0.000
H (6.54, 5.74, 1.03)  0.000
H (5.17, 7.38, -0.23)  0.000
H (3.06, 6.69, -1.27)  0.000
S (-0.99, 0.96, 1.61)  0.000
C (-1.94, 0.20, 2.86)  0.021
N (-1.59, -0.95, 3.43)  0.008
C (-2.56, -1.68, 4.25)  0.003
C (-3.24, -0.67, 5.16)  0.001
C (-3.91, 0.39, 4.31)  0.000
N (-2.98, 0.88, 3.29)  0.009
H (-0.87, -1.46, 2.95)  0.000
H (-2.02, -2.44, 4.81)  0.000
H (-3.30, -2.17, 3.60)  0.000
H (-2.49, -0.23, 5.82)  0.000
H (-3.99, -1.17, 5.78)  0.000
H (-4.23, 1.24, 4.90)  0.000
H (-4.77, -0.01, 3.78)  0.000
H (-3.38, 1.58, 2.65)  0.009

Maximum force: 0.02028 hartree/bohr
⟨S²⟩: 2.022
Total charge: 0
LUMO level (alpha / beta): 0.159 / -0.912 eV
E_tot: -4878.852120 a.u.
M: 1167.9 Da
Kohn-Sham gap (alpha / beta): 6.686 / 5.626 eV
Spin multiplicity: 3

***

(2)
Computed, not measured: a cluster of 7 separate species, C49H109N6O3 in total in a non-equilibrium geometry, with ωB97M-V/def2-TZVPD.

Each line ends with the Mulliken charge.
CARTESIAN COORDINATES (ANGSTROEM)
O (-21.59, -20.76, 28.68)  -0.131
C (-21.69, -19.64, 27.94)  0.444
O (-20.63, -19.08, 27.59)  -0.547
O (-22.82, -19.24, 27.56)  -0.689
H (-20.68, -20.91, 28.93)  0.029
C (-18.24, -18.00, 25.64)  -1.343
C (-17.23, -17.80, 24.49)  0.960
C (-15.92, -17.13, 24.91)  -0.966
N (-15.05, -16.63, 23.74)  0.216
C (-15.69, -15.35, 23.18)  -0.939
C (-14.74, -17.63, 22.67)  -0.450
C (-13.31, -17.28, 22.19)  -0.699
C (-12.67, -16.33, 23.24)  -0.700
C (-13.69, -16.24, 24.37)  -0.503
H (-19.29, -18.18, 25.37)  0.031
H (-18.52, -17.10, 26.18)  0.405
H (-17.88, -18.81, 26.28)  0.263
H (-17.74, -17.23, 23.71)  0.370
H (-17.00, -18.78, 24.06)  -0.389
H (-15.24, -17.75, 25.49)  0.362
H (-16.21, -16.25, 25.49)  0.325
H (-14.91, -15.07, 22.47)  0.480
H (-15.95, -14.60, 23.92)  0.290
H (-16.52, -15.71, 22.57)  0.368
H (-15.42, -17.59, 21.83)  0.369
H (-14.65, -18.66, 23.01)  0.229
H (-13.35, -17.01, 21.14)  0.373
H (-12.78, -18.24, 22.15)  0.349
H (-12.37, -15.43, 22.71)  0.317
H (-11.72, -16.72, 23.60)  0.378
H (-13.80, -15.24, 24.80)  0.415
H (-13.36, -16.93, 25.14)  0.411
C (-18.81, -18.58, 36.83)  -1.405
C (-19.18, -18.60, 35.33)  -0.252
C (-18.31, -19.43, 34.41)  -0.610
N (-18.91, -19.65, 33.01)  0.445
C (-20.12, -20.55, 33.16)  -0.980
C (-19.30, -18.38, 32.30)  -0.717
C (-19.08, -18.64, 30.80)  -0.366
C (-18.49, -20.05, 30.70)  -0.151
C (-17.92, -20.36, 32.11)  -0.950
H (-17.72, -18.46, 36.86)  0.364
H (-19.11, -19.50, 37.32)  0.362
H (-19.08, -17.68, 37.38)  0.380
H (-19.20, -17.59, 34.93)  0.387
H (-20.23, -18.92, 35.30)  0.146
H (-18.00, -20.37, 34.87)  0.354
H (-17.36, -18.90, 34.27)  0.485
H (-20.78, -20.16, 33.93)  0.315
H (-19.76, -21.55, 33.43)  0.300
H (-20.57, -20.74, 32.19)  0.280
H (-20.20, -18.00, 32.77)  0.495
H (-18.48, -17.71, 32.59)  0.421
H (-20.02, -18.47, 30.28)  -0.184
H (-18.42, -17.90, 30.36)  0.543
H (-19.21, -20.80, 30.37)  -0.156
H (-17.78, -20.06, 29.87)  0.600
H (-17.87, -21.43, 32.30)  0.492
H (-16.96, -19.92, 32.35)  0.407
C (-24.03, -24.79, 34.39)  -1.407
C (-23.76, -23.52, 33.59)  -0.161
C (-24.94, -23.21, 32.65)  -0.552
N (-24.61, -22.06, 31.67)  0.177
C (-24.13, -22.71, 30.36)  -0.986
C (-23.74, -20.88, 32.12)  -0.384
C (-24.31, -19.63, 31.42)  -0.278
C (-25.52, -20.10, 30.64)  -0.107
C (-25.95, -21.32, 31.43)  -0.997
H (-24.26, -25.62, 33.72)  0.382
H (-24.79, -24.63, 35.15)  0.353
H (-23.18, -25.08, 35.02)  0.394
H (-22.83, -23.48, 33.02)  0.285
H (-23.72, -22.63, 34.22)  0.307
H (-25.71, -22.79, 33.30)  0.312
H (-25.28, -24.07, 32.09)  0.380
H (-24.12, -22.04, 29.50)  0.315
H (-24.66, -23.59, 30.01)  0.282
H (-23.09, -22.87, 30.64)  0.418
H (-22.69, -21.08, 31.93)  -0.170
H (-23.80, -20.94, 33.21)  0.429
H (-23.68, -19.18, 30.65)  0.094
H (-24.50, -18.85, 32.16)  0.479
H (-25.29, -20.30, 29.59)  -0.017
H (-26.32, -19.36, 30.62)  0.437
H (-26.64, -22.04, 31.01)  0.423
H (-26.26, -21.09, 32.45)  0.504
C (-17.04, -22.17, 23.02)  -1.017
C (-17.48, -23.07, 24.19)  -0.219
C (-16.68, -22.82, 25.48)  -1.146
N (-17.04, -23.80, 26.57)  0.611
C (-18.35, -23.39, 27.19)  -1.542
C (-15.93, -23.77, 27.63)  -0.360
C (-15.52, -25.23, 27.83)  -0.730
C (-16.76, -26.02, 27.41)  -0.581
C (-17.16, -25.31, 26.17)  -0.783
H (-15.98, -22.34, 22.85)  0.535
H (-17.06, -21.11, 23.29)  -0.056
H (-17.62, -22.31, 22.12)  0.302
H (-17.37, -24.14, 24.07)  0.496
H (-18.55, -22.90, 24.32)  0.175
H (-16.63, -21.83, 25.93)  0.669
H (-15.65, -23.07, 25.22)  0.400
H (-18.39, -22.30, 27.21)  0.562
H (-18.35, -23.74, 28.22)  0.587
H (-19.30, -23.76, 26.82)  0.248
H (-16.34, -23.47, 28.60)  0.148
H (-15.15, -23.04, 27.42)  0.485
H (-15.29, -25.49, 28.87)  0.397
H (-14.57, -25.48, 27.37)  0.333
H (-17.61, -26.12, 28.09)  0.291
H (-16.34, -27.00, 27.17)  0.377
H (-18.20, -25.54, 25.93)  0.277
H (-16.46, -25.45, 25.35)  0.532
C (-19.60, -20.25, 21.52)  -1.172
C (-20.67, -20.94, 22.36)  0.480
C (-21.65, -19.86, 22.88)  -1.150
N (-22.77, -20.39, 23.74)  0.686
C (-22.23, -21.00, 25.01)  -1.178
C (-23.72, -19.24, 24.13)  -0.662
C (-25.09, -19.85, 24.36)  -0.503
C (-25.07, -21.23, 23.68)  -1.056
C (-23.69, -21.36, 23.03)  -0.625
H (-19.03, -19.72, 22.28)  0.077
H (-19.89, -19.60, 20.70)  0.392
H (-18.92, -20.94, 21.02)  0.332
H (-20.24, -21.60, 23.12)  -0.202
H (-21.30, -21.64, 21.81)  0.426
H (-22.15, -19.27, 22.11)  0.488
H (-21.25, -19.05, 23.50)  0.532
H (-21.39, -20.39, 25.35)  0.218
H (-21.95, -22.01, 24.72)  0.386
H (-22.99, -21.07, 25.79)  0.423
H (-23.26, -18.81, 25.02)  0.328
H (-23.67, -18.43, 23.40)  0.518
H (-25.42, -19.94, 25.39)  0.107
H (-25.90, -19.24, 23.96)  0.684
H (-25.10, -21.93, 24.51)  0.285
H (-25.84, -21.47, 22.96)  0.362
H (-23.35, -22.38, 23.14)  0.374
H (-23.79, -21.06, 21.98)  0.538
C (-25.86, -14.60, 31.94)  -1.370
C (-26.33, -15.86, 31.17)  -0.243
C (-26.89, -15.74, 29.76)  -0.706
N (-25.88, -15.54, 28.63)  0.650
C (-24.81, -14.52, 28.85)  -1.179
C (-26.75, -15.26, 27.36)  -0.722
C (-26.41, -16.27, 26.29)  -0.679
C (-25.05, -16.84, 26.80)  -0.082
C (-25.30, -16.92, 28.27)  -0.529
H (-25.18, -14.00, 31.34)  0.297
H (-25.46, -14.88, 32.91)  0.411
H (-26.77, -14.02, 32.14)  0.372
H (-27.18, -16.22, 31.74)  0.488
H (-25.44, -16.50, 31.25)  -0.032
H (-27.62, -14.94, 29.65)  0.556
H (-27.42, -16.65, 29.49)  0.493
H (-24.18, -14.80, 29.69)  0.364
H (-25.28, -13.55, 29.01)  0.424
H (-24.19, -14.41, 27.97)  0.383
H (-26.46, -14.27, 27.01)  0.353
H (-27.80, -15.10, 27.58)  0.454
H (-26.24, -15.87, 25.30)  0.416
H (-27.09, -17.12, 26.27)  0.352
H (-24.26, -16.17, 26.45)  0.460
H (-24.69, -17.82, 26.46)  -0.382
H (-24.53, -17.28, 28.96)  0.261
H (-26.04, -17.69, 28.46)  0.165

Maximum force: 0.08063 hartree/bohr
Total charge: +5
LUMO level: -9.343 eV
E_tot: -2484.851075 a.u.
M: 830.4 Da
Kohn-Sham gap: 8.497 eV
Energy relative to the best compared isomer or geometry (same formula, charge and spin): 464.0 kJ/mol